No. 1
Molecular formula: C6H18O5
Method: DFT, wB97M-V/def2-TZVPD

Values from the calculation:
SMILES = C/C=C/CCC=O.O.O.O.O
calculated total energy = -615.4793 Ha
highest occupied orbital energy = -9.10 eV
lowest unoccupied orbital energy = 0.2 eV
2S+1 = 1

The geometry in XYZ format:
```
29
Properties=species:S:1:pos:R:3:forces:R:3
C -2.3864 -0.2429 1.2309 4.1 -2.8 2.7
C -1.5663 0.7784 0.5596 1.6 1.5 0.4
C -0.1968 0.8936 0.8300 -2.2 2.7 -2.4
C 0.7044 2.0916 0.3797 0.4 -0.4 2.1
C 1.4397 1.7597 -0.8923 -1.8 0.1 -2.7
C 2.5306 0.7037 -0.8373 -1.0 1.5 -1.8
O 2.9141 0.4031 0.2325 1.4 -1.8 2.8
H -2.2311 -0.0836 2.3585 -0.7 -0.1 -1.4
H -1.7982 -1.2630 1.1267 -1.9 1.5 -0.2
H -3.4074 -0.3036 1.0530 -1.6 -0.2 -0.7
H -2.3091 1.4725 0.0139 2.2 -0.1 0.7
H 0.4974 0.1745 1.1641 -0.3 -1.6 1.1
H 1.4871 2.3582 1.1227 -0.5 -0.8 0.3
H 0.1012 2.9854 0.4460 -0.2 0.4 -1.2
H 1.8792 2.6229 -1.4353 -0.3 -0.2 0.3
H 0.5360 1.4320 -1.4810 1.4 0.0 -0.6
H 3.0787 0.2757 -1.7466 -1.0 0.6 0.4
O -0.4778 -2.6245 2.4413 0.9 2.7 -0.9
H 0.3543 -2.6705 1.8329 -2.4 0.3 1.1
H -0.7149 -1.6111 2.4289 0.9 -3.1 0.2
O 1.6339 -2.5542 0.8368 3.0 2.3 2.3
H 2.0102 -1.6838 0.4039 -0.9 -2.3 1.5
H 2.0491 -2.5401 1.8368 -1.0 0.1 -3.9
O -0.4402 -1.1355 -1.9792 -0.7 -0.6 0.9
H 0.3042 -1.5586 -2.4258 -0.4 -0.5 0.5
H -0.9048 -1.7416 -1.3340 1.3 0.6 -1.3
O -1.7353 1.0599 -2.8314 -0.8 2.0 0.5
H -1.4640 0.3432 -3.3554 0.6 -1.5 -1.0
H -1.8877 0.6587 -1.9800 0.1 -0.1 0.4
```
Positions in Å, forces in eV/Å.

Table of natural (NBO) atomic charges, one value per atom, all in e: C -0.67; C -0.21; C -0.19; C -0.44; C -0.54; C 0.45; O -0.56; H 0.22; H 0.22; H 0.22; H 0.22; H 0.20; H 0.22; H 0.23; H 0.24; H 0.27; H 0.12; O -0.98; H 0.48; H 0.46; O -0.96; H 0.51; H 0.49; O -0.98; H 0.49; H 0.50; O -0.94; H 0.47; H 0.47


No. 2
Molecular formula: C2H5O3Si
Method: DFT, wB97M-V/def2-TZVPD

Values from the calculation:
calculated total energy = -594.4693 Ha
total charge = -1
highest occupied orbital energy = -4.14 eV
lowest unoccupied orbital energy = 3.8 eV
2S+1 = 1

The geometry in XYZ format:
```
11
Properties=species:S:1:pos:R:3:forces:R:3
C -2.0750 -0.3971 1.2185 -2.2 -1.2 -0.5
C 0.5236 0.8340 0.2181 -0.8 1.3 -0.4
O -1.4556 -0.1511 2.2505 1.1 0.5 0.4
O -3.2759 -0.6876 1.0659 0.4 0.3 -0.4
O -0.1836 -1.6772 -1.0534 -0.4 -0.1 -0.4
Si -0.7639 -0.5304 -0.2163 1.3 0.7 1.6
H 1.2509 0.8170 -0.5938 0.3 0.1 0.3
H 0.0951 1.8811 0.2715 0.1 -1.1 -0.3
H 0.9715 0.7371 1.2123 0.0 -0.5 -0.3
H 2.3099 -0.0979 -2.0849 -0.2 0.5 0.1
H 2.6030 -0.7280 -2.2885 0.3 -0.6 -0.2
```
Positions in Å, forces in eV/Å.

Table of natural (NBO) atomic charges, one value per atom, all in e: C 0.43; C -1.16; O -0.72; O -0.74; O -1.22; Si 1.72; H 0.21; H 0.22; H 0.25; H -0.01; H 0.01


No. 3
Molecular formula: C4H8O2
Method: DFT, wB97M-V/def2-TZVPD

Values from the calculation:
calculated total energy = -307.5268 Ha
highest occupied orbital energy (alpha / beta) = -7.50 / -7.50 eV
lowest unoccupied orbital energy (alpha / beta) = 0.0 / 0.0 eV
2S+1 = 1

The geometry in XYZ format:
```
14
Properties=species:S:1:pos:R:3:forces:R:3
C -0.8008 -1.9636 0.4812 -0.1 -0.1 -0.6
C -0.1340 0.3384 0.8728 -0.3 0.3 -0.2
O 0.5511 1.2639 1.6402 0.3 0.2 0.1
C -0.0088 0.2802 -0.5093 0.1 0.0 0.3
O -0.4775 -0.7624 -1.0867 -0.1 -0.3 0.8
C 0.6434 1.3554 -1.3335 0.0 -0.1 0.0
H -1.4416 -2.4272 -0.2518 0.0 -0.2 0.1
H -1.2780 -1.8456 1.4540 0.1 0.3 -0.3
H 0.2000 -2.3772 0.5549 -0.1 0.2 -0.2
H -1.1635 0.2514 1.2211 0.2 -0.3 0.0
H 1.4891 1.0469 1.6196 -0.1 0.0 0.0
H 0.0286 1.5405 -2.2216 0.1 0.0 0.2
H 1.6254 1.0203 -1.6857 -0.1 0.0 0.0
H 0.7666 2.2790 -0.7553 -0.1 -0.3 -0.1
```
Positions in Å, forces in eV/Å.

Table of natural (NBO) atomic charges, one value per atom, all in e: C -0.31; C -0.11; O -0.71; C 0.40; O -0.55; C -0.69; H 0.19; H 0.19; H 0.20; H 0.20; H 0.47; H 0.24; H 0.23; H 0.23


No. 4
Molecular formula: C3H4N4O
Method: DFT, wB97M-V/def2-TZVPD

Values from the calculation:
SMILES = [H]/N=C(/N)c1ncno1
calculated total energy = -410.9048 Ha
highest occupied orbital energy = -10.38 eV
lowest unoccupied orbital energy = 0.2 eV
2S+1 = 1

The geometry in XYZ format:
```
12
Properties=species:S:1:pos:R:3:forces:R:3
H -1.2754 -0.8804 1.7764 -0.8 -0.2 -0.3
N -1.7484 -1.1257 0.8904 -0.6 -1.2 1.7
C -0.9925 -0.7682 -0.0350 -0.3 2.3 0.6
N -1.2684 -0.9103 -1.4052 2.9 -0.3 1.4
C 0.1200 0.1495 0.3129 2.8 -0.8 -2.3
N 1.1193 0.2730 -0.5278 -0.6 3.5 0.6
C 1.7426 1.5039 -0.0018 1.2 -3.8 -0.6
N 1.3296 1.7452 1.2018 0.0 0.8 -0.5
O 0.2379 0.8839 1.4049 -0.4 0.5 -0.1
H -1.7199 -1.8145 -1.3383 -0.1 -0.4 -1.3
H -0.2474 -0.9152 -1.7545 -2.2 -0.4 -0.4
H 2.7028 1.8589 -0.5237 -1.9 -0.1 1.3
```
Positions in Å, forces in eV/Å.

Table of natural (NBO) atomic charges, one value per atom, all in e: H 0.35; N -0.62; C 0.35; N -0.78; C 0.44; N -0.50; C 0.13; N -0.12; O -0.28; H 0.39; H 0.40; H 0.24


No. 5
Molecular formula: C3H7NOS2
Method: DFT, wB97M-V/def2-TZVPD

Values from the calculation:
SMILES = NC(=O)CCSS
calculated total energy = -1044.8941 Ha
highest occupied orbital energy = -9.17 eV
lowest unoccupied orbital energy = 0.5 eV
2S+1 = 1

The geometry in XYZ format:
```
14
Properties=species:S:1:pos:R:3:forces:R:3
N 2.2980 -0.2184 1.0634 -0.2 -1.3 0.2
C 1.3723 0.5023 0.3767 0.7 0.9 -0.2
O 1.5602 1.6588 0.0394 -0.1 -0.3 0.0
C 0.0620 -0.1796 0.1235 -1.4 0.1 0.7
C -0.5308 0.0442 -1.2481 -0.2 -0.7 0.3
S -2.2796 -0.4874 -1.4319 0.4 -0.2 -1.2
S -3.1151 -0.5987 0.3608 -0.4 0.0 1.1
H 2.1288 -1.2096 1.1555 0.0 0.2 0.1
H 3.2475 0.0615 1.2441 -0.2 0.6 -0.2
H -0.0327 -1.2003 0.4931 0.5 -0.3 -0.4
H -0.6621 0.3148 0.7959 0.4 0.1 0.0
H -0.0040 -0.4232 -2.0651 0.2 -0.6 -0.1
H -0.5266 1.0649 -1.4895 0.1 1.6 0.0
H -3.5177 0.6707 0.5823 0.0 0.0 -0.1
```
Positions in Å, forces in eV/Å.

Table of natural (NBO) atomic charges, one value per atom, all in e: N -0.81; C 0.67; O -0.61; C -0.53; C -0.51; S 0.08; S -0.12; H 0.39; H 0.41; H 0.22; H 0.25; H 0.22; H 0.23; H 0.12


Repeat the third record exactly.
Molecular formula: C4H8O2
Method: DFT, wB97M-V/def2-TZVPD

Values from the calculation:
calculated total energy = -307.5268 Ha
highest occupied orbital energy (alpha / beta) = -7.50 / -7.50 eV
lowest unoccupied orbital energy (alpha / beta) = 0.0 / 0.0 eV
2S+1 = 1

The geometry in XYZ format:
```
14
Properties=species:S:1:pos:R:3:forces:R:3
C -0.8008 -1.9636 0.4812 -0.1 -0.1 -0.6
C -0.1340 0.3384 0.8728 -0.3 0.3 -0.2
O 0.5511 1.2639 1.6402 0.3 0.2 0.1
C -0.0088 0.2802 -0.5093 0.1 0.0 0.3
O -0.4775 -0.7624 -1.0867 -0.1 -0.3 0.8
C 0.6434 1.3554 -1.3335 0.0 -0.1 0.0
H -1.4416 -2.4272 -0.2518 0.0 -0.2 0.1
H -1.2780 -1.8456 1.4540 0.1 0.3 -0.3
H 0.2000 -2.3772 0.5549 -0.1 0.2 -0.2
H -1.1635 0.2514 1.2211 0.2 -0.3 0.0
H 1.4891 1.0469 1.6196 -0.1 0.0 0.0
H 0.0286 1.5405 -2.2216 0.1 0.0 0.2
H 1.6254 1.0203 -1.6857 -0.1 0.0 0.0
H 0.7666 2.2790 -0.7553 -0.1 -0.3 -0.1
```
Positions in Å, forces in eV/Å.

Table of natural (NBO) atomic charges, one value per atom, all in e: C -0.31; C -0.11; O -0.71; C 0.40; O -0.55; C -0.69; H 0.19; H 0.19; H 0.20; H 0.20; H 0.47; H 0.24; H 0.23; H 0.23


Question: Number 3 is which compound?
Answer: C4H8O2


What did the first record say?
Molecular formula: C6H18O5
Method: DFT, wB97M-V/def2-TZVPD

Values from the calculation:
SMILES = C/C=C/CCC=O.O.O.O.O
calculated total energy = -615.4793 Ha
highest occupied orbital energy = -9.10 eV
lowest unoccupied orbital energy = 0.2 eV
2S+1 = 1

The geometry in XYZ format:
```
29
Properties=species:S:1:pos:R:3:forces:R:3
C -2.3864 -0.2429 1.2309 4.1 -2.8 2.7
C -1.5663 0.7784 0.5596 1.6 1.5 0.4
C -0.1968 0.8936 0.8300 -2.2 2.7 -2.4
C 0.7044 2.0916 0.3797 0.4 -0.4 2.1
C 1.4397 1.7597 -0.8923 -1.8 0.1 -2.7
C 2.5306 0.7037 -0.8373 -1.0 1.5 -1.8
O 2.9141 0.4031 0.2325 1.4 -1.8 2.8
H -2.2311 -0.0836 2.3585 -0.7 -0.1 -1.4
H -1.7982 -1.2630 1.1267 -1.9 1.5 -0.2
H -3.4074 -0.3036 1.0530 -1.6 -0.2 -0.7
H -2.3091 1.4725 0.0139 2.2 -0.1 0.7
H 0.4974 0.1745 1.1641 -0.3 -1.6 1.1
H 1.4871 2.3582 1.1227 -0.5 -0.8 0.3
H 0.1012 2.9854 0.4460 -0.2 0.4 -1.2
H 1.8792 2.6229 -1.4353 -0.3 -0.2 0.3
H 0.5360 1.4320 -1.4810 1.4 0.0 -0.6
H 3.0787 0.2757 -1.7466 -1.0 0.6 0.4
O -0.4778 -2.6245 2.4413 0.9 2.7 -0.9
H 0.3543 -2.6705 1.8329 -2.4 0.3 1.1
H -0.7149 -1.6111 2.4289 0.9 -3.1 0.2
O 1.6339 -2.5542 0.8368 3.0 2.3 2.3
H 2.0102 -1.6838 0.4039 -0.9 -2.3 1.5
H 2.0491 -2.5401 1.8368 -1.0 0.1 -3.9
O -0.4402 -1.1355 -1.9792 -0.7 -0.6 0.9
H 0.3042 -1.5586 -2.4258 -0.4 -0.5 0.5
H -0.9048 -1.7416 -1.3340 1.3 0.6 -1.3
O -1.7353 1.0599 -2.8314 -0.8 2.0 0.5
H -1.4640 0.3432 -3.3554 0.6 -1.5 -1.0
H -1.8877 0.6587 -1.9800 0.1 -0.1 0.4
```
Positions in Å, forces in eV/Å.

Table of natural (NBO) atomic charges, one value per atom, all in e: C -0.67; C -0.21; C -0.19; C -0.44; C -0.54; C 0.45; O -0.56; H 0.22; H 0.22; H 0.22; H 0.22; H 0.20; H 0.22; H 0.23; H 0.24; H 0.27; H 0.12; O -0.98; H 0.48; H 0.46; O -0.96; H 0.51; H 0.49; O -0.98; H 0.49; H 0.50; O -0.94; H 0.47; H 0.47


Please write out number 5 again, unchanged.
Molecular formula: C3H7NOS2
Method: DFT, wB97M-V/def2-TZVPD

Values from the calculation:
SMILES = NC(=O)CCSS
calculated total energy = -1044.8941 Ha
highest occupied orbital energy = -9.17 eV
lowest unoccupied orbital energy = 0.5 eV
2S+1 = 1

The geometry in XYZ format:
```
14
Properties=species:S:1:pos:R:3:forces:R:3
N 2.2980 -0.2184 1.0634 -0.2 -1.3 0.2
C 1.3723 0.5023 0.3767 0.7 0.9 -0.2
O 1.5602 1.6588 0.0394 -0.1 -0.3 0.0
C 0.0620 -0.1796 0.1235 -1.4 0.1 0.7
C -0.5308 0.0442 -1.2481 -0.2 -0.7 0.3
S -2.2796 -0.4874 -1.4319 0.4 -0.2 -1.2
S -3.1151 -0.5987 0.3608 -0.4 0.0 1.1
H 2.1288 -1.2096 1.1555 0.0 0.2 0.1
H 3.2475 0.0615 1.2441 -0.2 0.6 -0.2
H -0.0327 -1.2003 0.4931 0.5 -0.3 -0.4
H -0.6621 0.3148 0.7959 0.4 0.1 0.0
H -0.0040 -0.4232 -2.0651 0.2 -0.6 -0.1
H -0.5266 1.0649 -1.4895 0.1 1.6 0.0
H -3.5177 0.6707 0.5823 0.0 0.0 -0.1
```
Positions in Å, forces in eV/Å.

Table of natural (NBO) atomic charges, one value per atom, all in e: N -0.81; C 0.67; O -0.61; C -0.53; C -0.51; S 0.08; S -0.12; H 0.39; H 0.41; H 0.22; H 0.25; H 0.22; H 0.23; H 0.12